Entry 1:
Entry from OMol25: a structure of composition C5H7NO (wB97M-V/def2-TZVPD).

Element x y z (Å)
N: 2.631 0.355 0.284
C: 1.480 -0.016 -0.062
O: 0.868 -1.265 -0.122
C: -0.321 -0.689 -0.756
C: -1.488 -0.524 0.212
C: -0.797 0.750 0.744
C: 0.272 0.685 -0.497
H: 3.200 -0.434 0.577
H: -0.494 -1.092 -1.749
H: -1.552 -1.357 0.920
H: -2.456 -0.411 -0.286
H: -0.396 0.631 1.757
H: -0.935 1.754 0.413
H: 0.337 1.485 -1.257

Total charge ... 0
Energy relative to the best compared isomer or geometry (same formula, charge and spin) ... 270.8 kJ/mol
Orbital gap ... 10.655 eV



Entry 2:
Entry from OMol25: a cluster of 4 separate species, C36H83FN6O8P in total (wB97M-V/def2-TZVPD).

Element x y z (Å)
C: -3.804 2.180 1.579
C: -4.933 2.916 0.864
C: -4.564 4.368 0.525
C: -5.376 4.967 -0.640
C: -4.547 5.224 -1.920
C: -5.083 4.518 -3.181
C: -3.978 4.083 -4.148
C: -3.106 5.245 -4.630
C: -1.794 4.787 -5.300
C: -1.644 5.196 -6.779
C: -0.203 5.553 -7.156
C: 0.176 7.033 -6.944
N: -0.672 7.665 -5.895
C: -0.195 7.838 -4.636
N: -1.083 8.050 -3.601
N: 1.093 7.859 -4.362
P: 1.411 7.932 -2.554
O: 3.034 7.840 -2.724
O: 1.041 6.417 -2.105
C: 1.959 6.992 -5.200
C: 1.670 7.265 -6.671
C: 2.615 6.519 -7.643
C: 3.502 5.426 -7.067
C: 4.354 4.760 -8.138
F: 2.704 4.455 -6.440
H: -4.037 1.127 1.734
H: -2.874 2.259 1.012
H: -3.634 2.627 2.561
H: -5.806 2.953 1.522
H: -5.240 2.381 -0.039
H: -3.493 4.424 0.307
H: -4.719 4.965 1.427
H: -6.206 4.306 -0.893
H: -5.802 5.917 -0.314
H: -4.527 6.299 -2.119
H: -3.509 4.905 -1.767
H: -5.673 3.644 -2.900
H: -5.742 5.200 -3.728
H: -4.462 3.652 -5.031
H: -3.366 3.300 -3.690
H: -2.870 5.888 -3.779
H: -3.694 5.838 -5.336
H: -0.924 5.127 -4.725
H: -1.782 3.695 -5.268
H: -1.932 4.350 -7.403
H: -2.322 6.018 -7.017
H: -0.075 5.356 -8.222
H: 0.491 4.898 -6.628
H: -0.070 7.556 -7.870
H: -1.139 8.501 -6.230
H: -1.344 7.288 -2.998
H: -1.593 8.913 -3.518
H: 3.409 7.163 -2.145
H: 1.431 5.697 -2.619
H: 1.791 5.946 -4.940
H: 2.991 7.237 -4.976
H: 1.850 8.334 -6.815
H: 2.052 6.097 -8.478
H: 3.298 7.247 -8.087
H: 4.183 5.846 -6.321
H: 3.879 4.785 -9.117
H: 5.343 5.214 -8.178
H: 4.503 3.719 -7.849
C: -0.252 -4.657 2.006
O: -1.570 -4.626 1.484
C: -2.539 -5.290 2.284
C: -3.433 -4.295 2.993
N: -2.688 -3.591 4.028
C: -3.360 -2.439 4.612
C: -3.692 -1.262 3.704
O: -2.561 -0.559 3.221
C: -1.952 -1.107 2.067
H: 0.412 -4.301 1.218
H: -0.142 -4.006 2.875
H: 0.051 -5.671 2.282
H: -2.059 -5.954 3.010
H: -3.145 -5.904 1.612
H: -4.268 -4.826 3.462
H: -3.851 -3.627 2.227
H: -1.801 -3.288 3.649
H: -2.717 -2.063 5.412
H: -4.286 -2.780 5.088
H: -4.255 -0.541 4.302
H: -4.341 -1.550 2.866
H: -2.685 -1.589 1.414
H: -1.168 -1.828 2.313
H: -1.487 -0.283 1.523
C: 4.095 1.257 5.049
O: 4.005 0.810 3.711
C: 5.093 0.004 3.278
C: 4.676 -1.437 3.083
N: 4.383 -2.083 4.353
C: 3.762 -3.399 4.243
C: 2.397 -3.504 3.576
O: 1.346 -2.905 4.315
C: 1.181 -1.511 4.141
H: 3.314 2.002 5.193
H: 3.942 0.448 5.771
H: 5.065 1.724 5.247
H: 5.929 0.072 3.981
H: 5.426 0.402 2.315
H: 5.495 -1.976 2.596
H: 3.819 -1.441 2.394
H: 3.778 -1.481 4.896
H: 3.660 -3.795 5.256
H: 4.455 -4.061 3.714
H: 2.153 -4.568 3.517
H: 2.404 -3.125 2.545
H: 1.445 -1.198 3.126
H: 1.772 -0.933 4.857
H: 0.129 -1.277 4.316
C: 4.058 -11.447 3.078
O: 2.755 -11.394 2.535
C: 1.747 -11.982 3.347
C: 0.819 -10.934 3.922
N: 1.498 -10.111 4.912
C: 0.753 -8.936 5.348
C: 0.401 -7.875 4.313
O: 1.512 -7.159 3.805
C: 2.210 -7.782 2.743
H: 4.746 -11.142 2.292
H: 4.183 -10.774 3.933
H: 4.316 -12.463 3.393
H: 2.194 -12.583 4.144
H: 1.163 -12.649 2.707
H: -0.027 -11.437 4.400
H: 0.425 -10.348 3.079
H: 2.387 -9.812 4.534
H: 1.341 -8.449 6.130
H: -0.177 -9.274 5.819
H: -0.223 -7.130 4.813
H: -0.195 -8.281 3.485
H: 1.543 -8.378 2.115
H: 3.025 -8.416 3.101
H: 2.650 -6.991 2.133

Total charge ... +1
Orbital gap ... 5.976 eV



Entry 3:
Entry from OMol25: an isolated molecule of C27H44O3 (wB97M-V/def2-TZVPD).

Element x y z (Å)
C: -4.682 1.104 -1.871
C: -5.341 0.903 -0.737
C: -5.243 -0.341 0.041
C: -4.082 -0.865 0.468
C: -2.784 -0.273 0.277
C: -1.616 -0.868 0.550
C: -1.502 -2.277 1.077
C: -0.075 -2.613 1.502
C: 0.934 -2.417 0.363
C: 0.664 -1.142 -0.459
C: 0.029 -1.511 -1.804
C: 1.882 -0.202 -0.647
C: 2.896 -0.579 -1.739
C: 3.513 -1.959 -1.522
C: 4.009 0.475 -1.927
C: 5.182 0.470 -0.943
C: 4.845 0.918 0.479
C: 6.084 1.406 1.260
C: 5.642 1.893 2.647
C: 7.126 0.297 1.408
O: 6.726 2.460 0.561
C: 1.241 1.184 -0.899
C: -0.215 1.113 -0.405
C: -0.287 -0.217 0.337
C: -6.568 -0.973 0.368
C: -7.465 0.045 1.087
O: -6.969 0.350 2.369
C: -7.629 1.292 0.209
C: -6.279 1.939 -0.143
O: -6.455 3.071 -0.958
H: -4.758 2.031 -2.415
H: -4.038 0.348 -2.286
H: -4.119 -1.795 1.020
H: -2.785 0.735 -0.112
H: -1.826 -2.984 0.307
H: -2.169 -2.409 1.933
H: -0.032 -3.651 1.840
H: 0.199 -1.988 2.355
H: 0.890 -3.288 -0.292
H: 1.935 -2.387 0.796
H: -0.099 -0.635 -2.432
H: 0.648 -2.225 -2.341
H: -0.950 -1.959 -1.650
H: 2.404 -0.172 0.312
H: 2.351 -0.604 -2.690
H: 4.293 -2.135 -2.261
H: 3.953 -2.041 -0.531
H: 2.770 -2.743 -1.628
H: 4.437 0.305 -2.920
H: 3.565 1.471 -1.940
H: 5.932 1.163 -1.334
H: 5.638 -0.519 -0.918
H: 4.128 1.742 0.432
H: 4.389 0.105 1.044
H: 5.230 1.072 3.226
H: 4.883 2.669 2.558
H: 6.495 2.305 3.181
H: 7.941 0.646 2.035
H: 6.682 -0.586 1.857
H: 7.534 0.042 0.434
H: 6.104 3.190 0.468
H: 1.789 1.963 -0.370
H: 1.268 1.426 -1.962
H: -0.908 1.123 -1.245
H: -0.467 1.952 0.244
H: 0.169 -0.062 1.323
H: -6.427 -1.849 1.004
H: -7.066 -1.291 -0.552
H: -8.453 -0.394 1.270
H: -6.037 0.586 2.286
H: -8.138 1.006 -0.716
H: -8.247 2.027 0.728
H: -5.820 2.335 0.773
H: -6.871 2.791 -1.782

Total charge ... 0
Energy relative to the best compared isomer or geometry (same formula, charge and spin) ... 20.7 kJ/mol
Orbital gap ... 8.632 eV
Structure (SMILES) ... C=C1/C(=C\C=C2/CCC[C@]3(C)[C@@H]([C@H](C)CCCC(C)(C)O)CC[C@@H]23)C[C@@H](O)C[C@@H]1O